ORCA calculation (ωB97M-V with the def2-TZVPD basis set) on a 9-piece molecular cluster, C45H99N9O9 overall in a non-equilibrium geometry.

Results
SMILES: CC1(C)CCCC(C)(C)N1O.CC1(C)CCCC(C)(C)N1O.CC1(C)CCCC(C)(C)N1O.CN(C)C=O.CN(C)C=O.CN(C)C=O.CN(C)C=O.CN(C)C=O.CN(C)C=O
LUMO: 0.446 eV
highest occupied orbital energy: -8.06 eV
relative energy (zero: lowest compared OMol25 entry of this formula, charge and spin): 31.3 kcal/mol
molecular weight: 910.34 g mol⁻¹

Last column: Löwdin charge in e.
Atoms and positions in Å:
C (-0.67, 0.59, -5.27)  -0.319
O (-0.71, 0.83, -4.11)  0.019
N (-1.74, 0.16, -6.03)  -0.203
C (-1.62, -0.06, -7.46)  -0.061
C (-3.07, -0.01, -5.50)  -0.035
H (0.23, 0.75, -5.84)  0.134
H (-1.87, -1.08, -7.76)  0.087
H (-0.54, -0.07, -7.67)  0.090
H (-2.18, 0.67, -8.00)  0.083
H (-3.00, 0.21, -4.44)  0.084
H (-3.71, 0.71, -5.99)  0.088
H (-3.36, -1.04, -5.75)  0.094
C (-4.34, -2.98, 4.73)  -0.350
O (-4.99, -2.30, 5.45)  0.024
N (-3.24, -2.52, 4.00)  -0.203
C (-2.36, -3.45, 3.29)  -0.029
C (-2.99, -1.13, 3.87)  -0.056
H (-4.57, -4.06, 4.58)  0.135
H (-2.39, -3.21, 2.23)  0.067
H (-2.68, -4.42, 3.61)  0.080
H (-1.36, -3.18, 3.62)  0.086
H (-2.00, -0.89, 4.22)  0.084
H (-3.09, -0.85, 2.83)  0.059
H (-3.78, -0.68, 4.48)  0.094
C (1.72, -4.61, 1.63)  -0.351
O (1.14, -4.92, 2.65)  0.002
N (2.13, -3.36, 1.36)  -0.192
C (2.86, -3.18, 0.11)  -0.046
C (2.16, -2.31, 2.35)  -0.045
H (1.89, -5.34, 0.81)  0.139
H (2.70, -3.97, -0.64)  0.073
H (3.92, -3.20, 0.36)  0.093
H (2.61, -2.17, -0.19)  0.054
H (1.88, -2.78, 3.28)  0.083
H (3.20, -1.94, 2.33)  0.095
H (1.52, -1.44, 2.13)  0.081
C (-3.55, 4.54, 2.39)  -0.344
O (-3.67, 5.15, 1.34)  0.000
N (-2.94, 5.01, 3.52)  -0.179
C (-2.31, 6.31, 3.57)  -0.040
C (-2.85, 4.12, 4.70)  -0.040
H (-3.96, 3.52, 2.48)  0.121
H (-2.76, 6.83, 4.40)  0.086
H (-2.45, 6.76, 2.61)  0.079
H (-1.24, 6.22, 3.78)  0.084
H (-3.34, 4.54, 5.57)  0.081
H (-3.50, 3.28, 4.51)  0.076
H (-1.86, 3.83, 4.98)  0.061
C (-5.63, 1.09, 0.35)  -0.331
O (-5.13, 1.25, -0.73)  0.018
N (-5.83, -0.14, 0.94)  -0.187
C (-6.54, -0.25, 2.20)  -0.053
C (-5.18, -1.30, 0.41)  -0.050
H (-6.00, 1.99, 0.89)  0.141
H (-6.21, -1.09, 2.78)  0.074
H (-7.63, -0.38, 2.01)  0.092
H (-6.58, 0.72, 2.73)  0.093
H (-4.69, -1.05, -0.53)  0.073
H (-4.37, -1.58, 1.10)  0.073
H (-5.83, -2.17, 0.33)  0.092
C (-1.76, 1.01, 1.16)  -0.322
O (-1.39, 0.83, 2.29)  -0.008
N (-1.65, 0.15, 0.15)  -0.135
C (-2.12, 0.55, -1.24)  0.002
C (-1.17, -1.22, 0.32)  -0.029
H (-2.23, 1.95, 0.84)  0.143
H (-2.85, -0.19, -1.43)  0.049
H (-1.28, 0.50, -1.94)  0.049
H (-2.41, 1.59, -1.11)  0.091
H (-1.99, -1.87, -0.03)  0.080
H (-0.26, -1.47, -0.25)  0.070
H (-1.01, -1.38, 1.39)  0.074
C (3.76, -0.14, -2.02)  -0.040
C (3.15, 1.17, -1.61)  -0.515
C (4.20, 1.84, -0.72)  -0.131
C (4.13, 3.36, -0.54)  -0.191
C (3.90, 4.03, -1.85)  -0.150
C (2.65, 3.46, -2.64)  -0.488
N (2.96, 2.03, -2.79)  -0.111
O (2.25, 1.38, -3.79)  -0.028
C (1.36, 3.74, -1.89)  -0.009
C (2.75, 4.19, -4.00)  -0.026
C (1.90, 0.82, -0.79)  -0.012
H (3.03, -0.75, -2.57)  0.076
H (4.11, -0.67, -1.12)  0.087
H (4.53, 0.11, -2.72)  0.089
H (4.27, 1.35, 0.23)  0.106
H (5.20, 1.67, -1.13)  0.122
H (5.08, 3.70, -0.11)  0.123
H (3.34, 3.68, 0.15)  0.087
H (4.68, 3.90, -2.61)  0.116
H (3.79, 5.08, -1.60)  0.121
H (1.01, 4.75, -2.16)  0.097
H (0.66, 2.95, -2.17)  0.076
H (1.43, 3.73, -0.80)  0.055
H (3.72, 3.91, -4.40)  0.079
H (1.93, 3.86, -4.64)  0.077
H (2.79, 5.27, -3.84)  0.089
H (1.62, 1.65, -0.12)  0.063
H (2.02, -0.03, -0.12)  0.067
H (1.12, 0.58, -1.51)  0.071
H (1.33, 1.27, -3.42)  0.070
C (0.20, -2.52, -2.82)  -0.015
C (-0.68, -3.66, -3.44)  -0.489
C (-0.98, -3.37, -4.94)  -0.125
C (0.25, -3.48, -5.83)  -0.180
C (0.84, -4.83, -5.71)  -0.174
C (1.25, -5.17, -4.32)  -0.564
N (0.05, -4.95, -3.47)  -0.077
O (0.35, -5.33, -2.12)  -0.042
C (1.56, -6.61, -4.20)  -0.049
C (2.47, -4.35, -3.88)  -0.011
C (-1.99, -3.82, -2.71)  -0.024
H (1.11, -2.25, -3.38)  0.061
H (0.50, -2.87, -1.84)  0.059
H (-0.42, -1.59, -2.80)  0.079
H (-1.76, -4.07, -5.25)  0.121
H (-1.38, -2.36, -5.01)  0.094
H (0.98, -2.71, -5.55)  0.107
H (-0.08, -3.41, -6.89)  0.125
H (1.71, -4.94, -6.37)  0.133
H (0.15, -5.63, -6.05)  0.136
H (0.65, -7.18, -4.45)  0.100
H (2.28, -6.88, -4.98)  0.096
H (2.01, -6.83, -3.25)  0.083
H (2.51, -3.38, -4.39)  0.069
H (2.32, -4.06, -2.83)  0.055
H (3.42, -4.89, -3.97)  0.097
H (-2.51, -4.60, -3.28)  0.087
H (-2.57, -2.95, -2.91)  0.077
H (-1.84, -4.21, -1.71)  0.082
H (-0.22, -6.10, -2.04)  0.108
C (1.15, -0.19, 5.39)  -0.018
C (1.78, 1.20, 5.15)  -0.509
C (3.22, 0.97, 4.65)  -0.139
C (3.94, 2.24, 4.24)  -0.195
C (3.11, 2.91, 3.20)  -0.158
C (1.62, 3.16, 3.57)  -0.505
N (1.10, 1.86, 4.03)  -0.086
O (-0.27, 2.01, 4.28)  -0.065
C (1.58, 4.24, 4.60)  -0.036
C (0.97, 3.57, 2.24)  -0.020
C (1.85, 1.95, 6.47)  -0.029
H (1.10, -0.68, 4.44)  0.054
H (0.15, -0.05, 5.78)  0.079
H (1.76, -0.70, 6.14)  0.090
H (3.79, 0.43, 5.41)  0.125
H (3.19, 0.33, 3.74)  0.116
H (4.92, 1.97, 3.87)  0.113
H (4.11, 2.95, 5.08)  0.106
H (3.11, 2.30, 2.29)  0.102
H (3.54, 3.89, 2.90)  0.134
H (2.44, 4.21, 5.29)  0.074
H (1.54, 5.22, 4.13)  0.084
H (0.68, 4.16, 5.22)  0.079
H (1.49, 4.46, 1.86)  0.088
H (1.04, 2.76, 1.54)  0.048
H (-0.11, 3.74, 2.40)  0.088
H (0.91, 2.47, 6.67)  0.089
H (2.66, 2.67, 6.46)  0.057
H (2.00, 1.27, 7.31)  0.082
H (-0.70, 1.46, 3.56)  0.044